[1]
The following is a DFT calculation (the ωB97M-V functional and the def2-TZVPD basis) of the molecule C6H8N2S in a non-equilibrium geometry.

Calculated values
E_tot	-20163.7072	eV
ΔE to the lowest compared entry with this formula, charge and spin	321.68	kJ/mol
frontier orbital gap	8.490	eV
maximum force	3.62	eV/Å

Atoms and positions in Å:
C: -1.0252 -1.3015 -0.1604
C: -2.2820 -1.1560 0.4277
C: -0.6052 -0.0363 -0.6587
C: -1.4696 1.0017 -0.3316
C: 0.7596 0.2833 -1.2540
C: 1.7142 0.0028 1.0450
N: 1.7346 2.1199 -0.0186
N: 1.4635 0.9836 -0.0422
S: -2.8343 0.4765 0.5194
H: -0.5091 -2.2587 -0.1504
H: -2.9429 -1.9566 0.7899
H: 1.1317 -0.6503 -1.6625
H: 0.6663 1.1548 -2.0306
H: 2.5496 -0.6649 0.8132
H: 1.9796 0.7075 1.9073
H: 0.7864 -0.6741 1.2006
H: -1.1173 1.9684 -0.3941

***

[2]
The following is a DFT calculation (the ωB97M-V functional and the def2-TZVPD basis) of a structure of composition C25H34N7O2S3Sr.

Calculated values
charge	-1
E_tot	-74344.7863	eV
ΔE to the lowest compared entry with this formula, charge and spin	181.83	kJ/mol
frontier orbital gap	5.579	eV
maximum force	0.42	eV/Å

Atoms and positions in Å:
Sr: -0.9538 0.3323 -0.0860
O: -2.2982 -6.0106 0.5252
C: -2.5187 -5.4406 -0.6698
C: -3.0742 -6.2336 -1.6769
C: -3.3230 -5.7075 -2.9297
C: -3.0253 -4.3767 -3.2078
C: -2.4771 -3.5898 -2.2113
C: -2.2144 -4.0940 -0.9386
C: -1.6220 -3.1757 0.0813
O: -1.4022 -1.9741 -0.2362
N: -1.3548 -3.7283 1.2518
N: -0.8184 -2.8441 2.1710
C: -0.3851 -3.4062 3.2167
S: 0.2371 -2.4552 4.5692
C: 1.1118 -3.8483 5.3167
C: 0.2174 -5.0679 5.1830
S: -0.3556 -5.1656 3.4664
H: -1.8947 -5.2985 1.0992
H: -3.2994 -7.2662 -1.4425
H: -3.7532 -6.3403 -3.6973
H: -3.2183 -3.9597 -4.1875
H: -2.2367 -2.5510 -2.3971
H: 1.3026 -3.6003 6.3608
H: 2.0623 -4.0069 4.8067
H: -0.6392 -4.9886 5.8523
H: 0.7596 -5.9873 5.4053
S: -1.1008 2.8549 1.0010
C: 0.8163 1.1453 3.5435
N: 1.9320 0.9755 2.5976
C: 2.3662 2.3157 2.1861
N: 2.8073 3.1253 3.3324
C: 1.6685 3.2311 4.2572
N: 1.2162 1.9187 4.7277
C: 2.3369 1.2390 5.3658
N: 3.4897 1.0747 4.4684
C: 3.0325 0.3180 3.2922
C: 3.8851 2.4121 4.0117
H: 0.4773 0.1587 3.8634
H: 0.0080 1.6660 3.0224
H: 1.5180 2.8058 1.6994
H: 3.2021 2.2185 1.4850
H: 0.8414 3.7170 3.7375
H: 1.9698 3.8352 5.1185
H: 2.0087 0.2498 5.6958
H: 2.6563 1.8138 6.2403
H: 2.7062 -0.6732 3.6185
H: 3.8758 0.2042 2.6047
H: 4.7309 2.3111 3.3255
H: 4.2071 2.9955 4.8794
C: 1.1723 3.4194 -1.5869
N: 0.0211 4.1423 -2.2026
C: -0.3913 5.2759 -1.3289
C: -1.1776 3.2432 -2.4687
C: -0.8181 2.0647 -3.3291
C: -0.6915 2.2845 -4.7038
C: -0.3284 1.2471 -5.5484
C: -0.1118 -0.0101 -4.9983
C: -0.2614 -0.2074 -3.6287
C: -0.6133 0.8097 -2.7210
H: 1.9975 4.1251 -1.4938
H: 1.4403 2.5837 -2.2273
H: 0.8206 3.0772 -0.6010
H: 0.3236 4.4926 -3.1091
H: -0.7125 4.8236 -0.3775
H: -1.2090 5.8083 -1.8114
H: 0.4619 5.9360 -1.1819
H: -1.9086 3.9006 -2.9471
H: -1.5231 2.9645 -1.4663
H: -0.8996 3.2683 -5.1239
H: -0.2338 1.4109 -6.6153
H: 0.1637 -0.8398 -5.6412
H: -0.0939 -1.2160 -3.2541

***

[3]
The following is a DFT calculation (the ωB97M-V functional and the def2-TZVPD basis) of a structure of composition C10H17CdNO5 in a non-equilibrium geometry.

Calculated values
charge	+2
E_tot	-26920.7440	eV
frontier orbital gap	9.812	eV
maximum force	2.33	eV/Å

Atoms and positions in Å:
Cd: -0.1474 -0.0685 0.6818
O: -0.9728 0.9757 -0.9149
C: -0.6932 0.5766 -2.0839
O: 1.2307 -1.3420 -0.3878
C: 1.0017 -1.3373 -1.6236
O: 1.6511 -2.1931 -2.3672
N: 0.1184 -0.5499 -2.3691
C: 1.2090 -2.0567 -3.7472
C: 0.3619 -0.8342 -3.7877
H: 0.6031 -2.9252 -4.0283
H: 2.0969 -1.9673 -4.3803
H: -0.5910 -0.9674 -4.2925
H: 0.8967 0.0064 -4.2371
C: -1.3037 1.3966 -3.0797
C: -1.5035 2.7121 -2.8064
H: -1.7074 0.9391 -3.9855
H: -1.1468 3.1583 -1.8735
H: -1.9896 3.4049 -3.5024
C: -0.8296 -1.9307 3.0256
O: -1.3543 -0.7084 2.4266
C: -1.4629 0.5245 3.2507
C: -0.0922 1.0533 3.5905
O: 0.7119 1.1964 2.3712
C: 2.1642 1.0029 2.4184
H: -1.1888 -2.1065 4.0463
H: 0.2690 -1.8947 3.0216
H: -1.1299 -2.7551 2.3675
H: -2.0222 1.2127 2.6125
H: -2.0657 0.3166 4.1327
H: -0.1779 2.0172 4.0922
H: 0.4328 0.3501 4.2299
H: 2.6809 1.5342 3.2287
H: 2.3767 -0.0701 2.5179
H: 2.5738 1.3294 1.4528

***

[4]
The following is a DFT calculation (the ωB97M-V functional and the def2-TZVPD basis) of a structure of composition C3H6O3Sn in a non-equilibrium geometry.

Calculated values
E_tot	-15178.0045	eV
ΔE to the lowest compared entry with this formula, charge and spin	178.97	kJ/mol
frontier orbital gap (spin up / spin down)	5.837 / 5.795	eV
maximum force	1.92	eV/Å

Atoms and positions in Å:
O: 2.9506 0.7801 1.7207
C: 1.9916 0.8507 0.9750
C: 1.8430 2.0245 0.0169
O: 0.6021 1.9752 -0.6457
C: 0.4179 2.9827 -1.6255
Sn: -0.0972 -0.3661 -1.2911
H: 2.6792 1.9971 -0.7015
H: 1.9181 2.9575 0.5980
H: -0.6089 2.9129 -2.0000
H: 0.5192 3.9793 -1.1715
H: 1.1261 2.8133 -2.4515
O: 0.9956 0.0125 1.0010
H: -0.2605 0.4607 0.7542

***

E_tot of number 1 (C6H8N2S)?
-20163.7072 eV

***

Copy entry 3 word for word.
The following is a DFT calculation (the ωB97M-V functional and the def2-TZVPD basis) of a structure of composition C10H17CdNO5 in a non-equilibrium geometry.

Calculated values
charge	+2
E_tot	-26920.7440	eV
frontier orbital gap	9.812	eV
maximum force	2.33	eV/Å

Atoms and positions in Å:
Cd: -0.1474 -0.0685 0.6818
O: -0.9728 0.9757 -0.9149
C: -0.6932 0.5766 -2.0839
O: 1.2307 -1.3420 -0.3878
C: 1.0017 -1.3373 -1.6236
O: 1.6511 -2.1931 -2.3672
N: 0.1184 -0.5499 -2.3691
C: 1.2090 -2.0567 -3.7472
C: 0.3619 -0.8342 -3.7877
H: 0.6031 -2.9252 -4.0283
H: 2.0969 -1.9673 -4.3803
H: -0.5910 -0.9674 -4.2925
H: 0.8967 0.0064 -4.2371
C: -1.3037 1.3966 -3.0797
C: -1.5035 2.7121 -2.8064
H: -1.7074 0.9391 -3.9855
H: -1.1468 3.1583 -1.8735
H: -1.9896 3.4049 -3.5024
C: -0.8296 -1.9307 3.0256
O: -1.3543 -0.7084 2.4266
C: -1.4629 0.5245 3.2507
C: -0.0922 1.0533 3.5905
O: 0.7119 1.1964 2.3712
C: 2.1642 1.0029 2.4184
H: -1.1888 -2.1065 4.0463
H: 0.2690 -1.8947 3.0216
H: -1.1299 -2.7551 2.3675
H: -2.0222 1.2127 2.6125
H: -2.0657 0.3166 4.1327
H: -0.1779 2.0172 4.0922
H: 0.4328 0.3501 4.2299
H: 2.6809 1.5342 3.2287
H: 2.3767 -0.0701 2.5179
H: 2.5738 1.3294 1.4528

***

Among the records above, which one has the lowest E_tot?
C25H34N7O2S3Sr

***

Which of these has the lowest maximum force?
C25H34N7O2S3Sr